# 1
55
Properties=species:S:1:pos:R:3:forces:R:3 method="wB97M-V/def2-TZVPD" s2=8.768 multiplicity=6 charge=+2 orbital_gap_ev="8.58 / 5.63" molar_mass_da=580.953
Fe 0.99487 0.21610 0.64058 0.3 0.1 0.0
C -3.64074 -1.89722 -1.89919 0.0 0.0 0.0
C -2.89776 -2.51423 -0.70870 0.0 0.0 0.0
C -1.43050 -2.26216 -0.79038 0.1 -0.1 -0.1
N -0.81819 -1.26662 -0.25894 0.0 -0.2 -0.1
N 0.52881 -1.25482 -0.55547 -0.3 0.2 0.1
C 0.95120 -2.26164 -1.30287 -0.1 0.0 0.0
N 2.21707 -2.41824 -1.65592 0.0 -0.1 -0.1
S -0.36394 -3.30628 -1.72079 0.0 0.1 0.1
H -4.70357 -2.11672 -1.82330 0.0 0.0 0.0
H -3.28108 -2.30394 -2.84449 0.0 0.0 0.0
H -3.51305 -0.81548 -1.91690 0.0 0.0 0.0
H -3.07578 -3.58995 -0.66735 0.0 0.0 0.0
H -3.25514 -2.08882 0.22946 0.0 0.0 0.0
H 2.91473 -1.75227 -1.34432 0.0 0.0 0.0
H 2.51061 -3.17745 -2.24761 0.0 0.0 0.0
C 1.21614 2.94324 -2.17372 0.1 -0.1 0.2
Te 0.77784 2.80812 -0.06698 -0.3 0.3 -0.2
C -1.18676 3.51560 -0.60475 0.2 -0.1 0.1
C -0.98811 4.13300 -1.96389 -0.2 0.1 0.0
C -1.98077 4.95425 -2.49467 0.0 0.0 0.1
C -1.83741 5.49278 -3.75933 0.0 0.0 0.0
C -0.70007 5.21331 -4.50704 0.0 0.0 0.0
C 0.28642 4.39862 -3.98427 0.1 0.0 0.0
C 0.14622 3.85596 -2.70838 0.0 0.0 -0.1
H 1.19697 1.96209 -2.64401 0.1 -0.1 0.1
H 2.21568 3.36749 -2.23577 0.0 0.0 -0.1
H -1.45789 4.24095 0.15924 -0.1 0.0 0.0
H -1.91667 2.70872 -0.62986 0.1 -0.1 0.1
H -2.86484 5.17449 -1.90879 0.0 0.0 0.0
H -2.60807 6.13560 -4.16164 0.0 0.0 0.0
H -0.58119 5.63766 -5.49434 0.0 0.0 0.0
H 1.17689 4.18528 -4.56285 0.0 0.0 0.0
N 4.01481 0.01395 -0.12022 0.0 0.0 0.0
C 2.97967 0.26208 0.33224 0.0 -0.1 0.0
C 1.83804 0.43982 4.10899 0.0 0.0 0.0
P 0.64008 -0.31656 2.98775 0.0 0.0 -0.1
C -1.01571 -0.15420 3.68867 0.0 0.0 0.0
C 1.02828 -2.05810 2.77479 0.0 0.0 0.0
C 2.35668 -2.43138 2.54156 0.0 0.0 0.0
C 2.66338 -3.75642 2.27949 0.0 0.0 0.0
C 1.65247 -4.70862 2.23617 0.0 0.0 0.0
C 0.33128 -4.33841 2.45764 0.0 0.0 0.0
C 0.01316 -3.01597 2.72160 0.0 0.0 0.0
H 2.83721 0.37642 3.67938 0.0 0.0 0.0
H 1.82883 -0.06850 5.07371 0.0 0.0 0.0
H 1.58398 1.49010 4.25322 0.0 0.0 0.0
H -1.11240 -0.76302 4.58840 0.0 0.0 0.0
H -1.76253 -0.45920 2.95716 0.0 0.0 0.0
H -1.18587 0.88972 3.95220 0.0 0.0 0.0
H 3.15468 -1.69921 2.57342 0.0 0.0 0.0
H 3.69342 -4.04655 2.12204 0.0 0.0 0.0
H 1.89619 -5.74501 2.04435 0.0 0.0 0.0
H -0.45036 -5.08632 2.44530 0.0 0.0 0.0
H -1.01718 -2.74208 2.90939 0.0 0.0 0.0

---

# 2
39
Properties=species:S:1:pos:R:3:forces:R:3 method="wB97M-V/def2-TZVPD" charge=+2 orbital_gap_ev="5.12 / 5.25" molar_mass_da=584.772
Sn -1.37242 1.65620 -1.42683 -0.1 -1.0 0.2
N -4.86990 1.41229 1.31003 0.1 0.0 -0.1
C -3.70441 1.34269 0.66316 -0.1 0.1 0.2
S -3.71475 2.03177 -0.96688 0.0 0.4 -0.2
N -2.68908 0.79841 1.26061 0.2 -0.3 -0.1
N -1.51746 0.79499 0.56571 -0.3 0.2 0.1
C -0.44174 0.36436 1.14301 0.1 -0.1 0.1
C -0.41075 -0.35673 2.41748 0.0 0.1 -0.1
C 0.51240 0.00185 3.40427 0.0 0.1 0.1
C 0.54175 -0.68402 4.60594 0.0 0.1 0.0
C -0.32444 -1.74890 4.81497 0.0 0.0 0.0
C -1.24438 -2.10916 3.83737 0.0 0.0 0.0
C -1.30371 -1.40536 2.64905 0.0 -0.1 -0.1
C 0.81452 0.70531 0.42714 0.0 -0.1 0.1
C 2.02594 0.10529 0.71302 0.1 0.0 0.0
C 3.17639 0.58166 0.09203 0.0 0.0 0.0
C 3.08265 1.63302 -0.80343 0.0 0.0 0.0
C 1.82766 2.13133 -1.10636 0.0 0.0 -0.1
N 0.72563 1.67511 -0.50458 0.0 0.3 -0.3
H -5.66591 1.88407 0.91717 0.0 0.0 0.0
H -4.91957 1.07666 2.25985 0.0 0.0 0.0
H 1.16773 0.85172 3.25540 0.0 0.0 0.0
H 1.23152 -0.38183 5.38193 0.0 0.0 0.0
H -0.28383 -2.29989 5.74505 0.0 0.0 0.0
H -1.91826 -2.93796 4.00542 0.0 0.0 0.0
H -2.01601 -1.68924 1.88640 0.0 0.0 0.0
H 2.06552 -0.72029 1.40872 0.0 0.0 0.0
H 4.13650 0.13524 0.31588 0.0 0.0 0.0
H 3.95824 2.06214 -1.26933 0.0 0.0 0.0
H 1.69776 2.92672 -1.82942 0.0 0.0 0.0
Te -1.53390 -0.59174 -3.14626 -0.3 0.5 0.2
C 0.19668 -0.78277 -4.13646 0.3 -0.1 -0.3
C 0.30454 -0.81192 -5.52543 -0.1 0.2 0.3
C 1.57343 -1.21661 -5.95191 0.2 -0.1 0.1
C 2.41453 -1.48892 -4.89602 0.1 0.0 -0.2
S 1.67274 -1.27023 -3.39178 0.0 0.0 0.0
H -0.50732 -0.54126 -6.18598 0.0 0.0 0.0
H 1.86944 -1.31742 -6.98511 0.0 0.0 0.0
H 3.44228 -1.81658 -4.95382 0.0 0.0 0.0

---

# 3
14
Properties=species:S:1:pos:R:3:forces:R:3 method="wB97M-V/def2-TZVPD" orbital_gap_ev="7.19 / 9.36" molar_mass_da=101.109
C -1.69561 -0.71878 1.46011 0.1 0.2 0.2
N -0.93987 -1.26773 0.35821 -0.9 -0.4 -0.6
C 0.53622 -0.06083 -0.49507 -0.3 -1.2 2.7
N -0.08739 0.31276 -1.59514 0.0 -0.1 -0.2
C 2.40013 1.34591 -0.66683 1.2 0.9 -0.5
N 1.23452 -0.23948 0.45680 -0.6 0.5 -1.7
O 2.22927 2.05541 -1.60147 -0.1 -0.2 0.2
H -0.47192 -2.12489 0.64707 0.2 0.2 0.1
H 0.30736 1.07056 -2.13717 -0.1 -0.1 0.1
H -1.04360 -0.00226 -1.66832 0.2 0.1 -0.1
H 3.31849 1.34501 -0.03698 0.0 0.1 0.0
H -2.51224 -1.40251 1.74228 0.2 0.0 -0.1
H -2.16187 0.22503 1.16315 0.1 -0.1 0.0
H -1.11348 -0.53817 2.37335 0.0 0.0 -0.1

---

# 4
137
Properties=species:S:1:pos:R:3:forces:R:3 method="wB97M-V/def2-TZVPD" smiles=CP(C)c1ccc2nccnc2c1CCCCO.CCCCCC.CCCCCC.CCCCCC.CCCCCC.CCCCCC orbital_gap_ev=6.58 molar_mass_da=693.183
C 3.64543 -2.31063 1.14360 -0.4 -1.0 -0.3
P 3.49090 -0.59424 1.92020 -0.2 0.0 1.8
C 4.88900 0.56992 1.40094 0.3 0.2 -0.2
C 1.78246 0.16574 1.69216 -4.6 1.1 -0.9
C 1.49949 1.42769 0.76958 -3.5 -0.3 0.8
C 0.09007 2.03077 0.61105 1.8 -2.4 1.6
C -1.17012 1.45226 1.38459 2.3 0.1 -0.7
N -2.41683 2.13750 1.17508 -0.3 -4.7 4.0
C -3.41672 1.50048 1.96861 1.3 -0.5 -0.2
C -3.23263 0.23549 2.88213 2.7 1.1 -1.3
N -1.97412 -0.41129 3.04338 -2.0 3.9 -2.4
C -0.92561 0.21721 2.28566 0.9 0.3 -0.4
C 0.52113 -0.42027 2.42266 1.5 1.3 -1.4
C 0.67187 -1.73292 3.36043 -0.7 0.8 0.0
C -0.19878 -2.99295 2.86255 0.1 -0.4 -0.1
C -0.21532 -3.24174 1.27052 -0.4 -1.2 -0.2
C -1.73990 -3.25684 0.73705 -0.2 0.3 0.1
O -1.84611 -3.44555 -0.71301 -0.2 1.2 0.6
H 4.74526 -2.55752 0.89898 -1.7 0.6 0.2
H 2.94224 -2.49058 0.25685 1.3 0.3 1.0
H 3.33998 -3.08439 1.95032 0.4 1.4 -1.2
H 5.28644 0.36556 0.34784 -0.6 0.6 1.4
H 4.50653 1.64162 1.55788 0.6 -1.5 -0.5
H 5.75061 0.43326 2.16239 -1.5 0.0 -1.3
H 2.33706 1.93025 0.15442 -1.4 -1.1 1.2
H -0.04712 2.93259 -0.09576 0.1 -1.7 1.4
H -4.47672 1.95749 1.92215 1.9 -0.8 0.0
H -4.13417 -0.16495 3.47333 1.7 0.7 -1.1
H 1.75303 -2.08063 3.46726 -1.3 0.9 -0.4
H 0.33517 -1.40390 4.42000 0.4 -0.7 -1.7
H 0.27597 -3.92815 3.35262 -0.9 1.5 -0.7
H -1.30009 -2.92031 3.19389 1.8 0.0 -0.3
H 0.20427 -4.30747 1.08467 -0.7 1.7 0.1
H 0.44839 -2.53888 0.66032 -1.1 -0.7 0.9
H -2.33361 -4.13162 1.20722 1.1 1.4 -0.5
H -2.28974 -2.27899 0.99422 1.0 -1.4 0.0
H -2.26020 -2.63162 -1.09502 0.7 -1.1 0.6
C -3.23042 2.71612 6.13323 0.1 -0.2 0.0
C -4.54084 2.64671 5.36134 0.0 0.1 0.0
C -5.46486 3.83707 5.62325 -0.1 0.0 -0.1
C -5.94225 3.99193 7.07034 0.1 0.0 0.1
C -6.68521 2.78578 7.64803 0.0 0.2 0.0
C -7.97590 2.46032 6.90917 0.0 -0.2 0.0
H -3.39591 2.68538 7.21277 0.0 0.0 0.0
H -2.59415 1.86629 5.87141 0.0 0.1 0.1
H -2.68419 3.63263 5.89261 0.0 0.0 0.1
H -5.05452 1.70713 5.59191 0.0 0.0 0.0
H -4.31140 2.61564 4.29117 -0.1 0.0 0.1
H -6.33279 3.75982 4.95993 0.0 0.0 0.0
H -4.94608 4.75810 5.33176 0.0 -0.1 0.0
H -6.59625 4.87023 7.12457 0.0 -0.1 0.0
H -5.08538 4.21702 7.71421 0.0 0.0 0.0
H -6.92931 3.00051 8.69397 0.1 0.0 0.0
H -6.03563 1.90542 7.65876 0.0 0.0 0.0
H -8.65619 3.31643 6.91526 0.0 0.0 -0.1
H -8.48501 1.62204 7.39290 0.0 0.1 -0.1
H -7.78641 2.17644 5.87090 0.0 0.0 0.0
C -2.64928 -5.79431 -2.88522 -0.1 -0.1 0.0
C -1.37012 -5.39469 -3.60102 0.1 0.1 0.1
C -1.48442 -4.06680 -4.34915 0.1 0.0 -0.1
C -2.51559 -4.03299 -5.48105 -0.1 0.0 0.1
C -2.31894 -5.08132 -6.57761 -0.1 0.2 0.0
C -1.00221 -4.93181 -7.32716 0.0 -0.2 -0.1
H -3.47167 -5.96121 -3.58566 0.0 0.0 0.0
H -2.49530 -6.72302 -2.32913 -0.1 0.1 0.0
H -2.95150 -5.02146 -2.17423 0.0 -0.1 -0.1
H -1.06354 -6.19399 -4.28422 0.0 0.1 0.0
H -0.57173 -5.30493 -2.85648 0.0 0.0 -0.1
H -0.49844 -3.80442 -4.74743 0.0 0.0 0.0
H -1.73722 -3.27798 -3.63050 0.0 -0.1 0.0
H -2.49425 -3.03558 -5.93625 0.0 -0.1 0.0
H -3.52069 -4.14868 -5.06156 0.1 0.0 0.0
H -3.13990 -4.98581 -7.29654 0.0 0.0 0.1
H -2.39203 -6.08998 -6.16026 0.0 0.0 0.0
H -0.92212 -3.94075 -7.78257 0.0 0.0 0.1
H -0.93761 -5.67589 -8.12605 0.1 0.1 0.0
H -0.14303 -5.08009 -6.66791 0.0 0.0 0.0
C 9.02794 2.35059 1.42095 0.1 0.1 -0.1
C 9.09351 3.05192 2.77100 -0.1 -0.1 0.1
C 7.72227 3.25905 3.41579 0.0 0.1 0.1
C 6.75419 4.14769 2.62900 0.0 -0.1 -0.1
C 7.25912 5.55925 2.32407 -0.2 0.0 0.0
C 7.52493 6.38879 3.57259 0.1 0.1 0.0
H 8.48110 2.94382 0.68414 0.0 -0.1 0.0
H 10.03659 2.18780 1.03218 -0.1 0.0 0.0
H 8.54019 1.37550 1.51120 0.0 0.1 0.0
H 9.61408 4.00893 2.66234 0.0 0.0 0.0
H 9.70507 2.44541 3.44771 0.0 0.1 0.0
H 7.86546 3.67536 4.41824 0.0 0.0 0.0
H 7.24904 2.28052 3.56253 0.0 0.0 0.0
H 5.81787 4.22109 3.19493 0.0 0.0 0.0
H 6.49520 3.65659 1.68456 0.0 0.0 0.0
H 6.50232 6.07287 1.72139 0.1 -0.1 0.0
H 8.16407 5.51778 1.71057 0.0 0.0 0.0
H 6.62308 6.47271 4.18529 0.1 0.0 0.0
H 7.83772 7.39877 3.29343 0.0 -0.1 0.1
H 8.31961 5.95462 4.18439 -0.1 0.0 0.0
C 5.95652 -3.73206 -6.07260 0.1 0.1 0.0
C 5.69451 -4.16286 -4.63580 0.0 -0.1 0.0
C 4.50472 -5.11328 -4.49302 0.0 0.0 0.1
C 3.15004 -4.53792 -4.91704 0.0 0.0 -0.1
C 2.72195 -3.26336 -4.18742 -0.1 -0.1 -0.1
C 2.53784 -3.45873 -2.68960 0.0 0.1 0.1
H 5.11868 -3.16304 -6.48241 0.0 -0.1 0.0
H 6.84354 -3.09469 -6.11845 -0.1 0.0 -0.1
H 6.13202 -4.60031 -6.71424 0.0 0.1 0.0
H 5.55484 -3.27735 -4.00702 0.0 -0.1 0.0
H 6.58865 -4.66985 -4.25710 -0.1 0.0 0.0
H 4.44769 -5.44973 -3.45255 0.0 0.0 0.0
H 4.69774 -6.01344 -5.08883 0.0 0.1 0.0
H 2.38538 -5.30860 -4.76237 0.0 0.1 0.0
H 3.16011 -4.33863 -5.99403 0.0 0.0 0.0
H 1.76851 -2.92647 -4.60850 0.1 0.0 0.0
H 3.44039 -2.45913 -4.37278 0.0 0.0 0.0
H 1.79629 -4.23712 -2.48867 0.0 0.0 0.0
H 2.18631 -2.53166 -2.22729 0.0 -0.1 0.0
H 3.47377 -3.73765 -2.19835 -0.1 0.0 0.0
C -3.84279 1.51066 -2.09631 0.1 -0.1 -0.1
C -3.74645 3.02199 -2.25047 0.0 0.0 0.1
C -4.87087 3.77819 -1.54187 0.0 0.1 0.0
C -6.28448 3.48394 -2.05333 0.0 -0.1 0.0
C -6.51181 3.75132 -3.54238 -0.1 0.0 0.1
C -6.31902 5.21066 -3.93068 0.0 0.0 -0.2
H -4.75188 1.11489 -2.55597 0.0 0.0 0.0
H -2.98950 1.02827 -2.58092 -0.1 0.0 0.1
H -3.83627 1.22589 -1.04046 0.0 0.0 -0.1
H -3.72113 3.28147 -3.31403 0.0 0.0 0.0
H -2.79031 3.35318 -1.83120 -0.1 0.0 0.0
H -4.67276 4.85243 -1.61741 0.0 0.0 0.0
H -4.83597 3.54161 -0.47154 0.1 0.0 -0.1
H -6.99271 4.08711 -1.47286 0.0 0.0 -0.1
H -6.53796 2.43945 -1.84215 0.0 0.0 0.0
H -7.53747 3.45883 -3.79202 0.1 0.0 0.0
H -5.85606 3.11969 -4.14903 0.0 0.0 0.0
H -6.99010 5.85876 -3.36017 0.1 0.0 0.0
H -6.53908 5.34940 -4.99287 0.0 0.1 0.1
H -5.29141 5.54145 -3.76074 -0.1 0.0 0.0